{"formula": "C7H6NO3S", "method": "ωB97M-V/def2-TZVPD", "species": ["N", "C", "C", "S", "O", "O", "O", "C", "C", "C", "C", "C", "H", "H", "H", "H", "H", "H"], "coordinates": [[-2.783, 2.983, -0.048], [-2.293, 1.931, 0.055], [-1.434, 0.853, 0.041], [-2.757, -0.890, 0.022], [-1.898, -2.074, 0.133], [-3.583, -0.553, 1.182], [-3.379, -0.580, -1.254], [-0.807, 0.598, 1.337], [0.269, -0.242, 1.485], [0.886, -0.723, 0.379], [0.574, -0.364, -0.874], [-0.617, 0.578, -1.239], [-1.300, 1.065, 2.188], [0.750, -0.249, 2.504], [1.602, -1.523, 0.581], [1.189, -0.727, -1.678], [-0.248, 1.468, -1.625], [-1.483, 0.085, -1.753]], "e_tot_ha": -948.9990, "homo_energy_ev": -4.13, "gap_ev": 7.76, "charge": -1, "relative_energy_kcal_mol": 13.4}



{"formula": "C7H6NO4", "method": "ωB97M-V/def2-TZVPD", "species": ["C", "O", "N", "C", "C", "O", "O", "C", "C", "C", "C", "O", "H", "H", "H", "H", "H", "H"], "coordinates": [[2.968, 1.039, 1.304], [1.840, 0.508, 0.614], [0.603, 0.926, 1.211], [-0.604, 0.585, 0.761], [-1.886, 0.947, 1.460], [-2.947, 0.615, 0.925], [-1.831, 1.649, 2.522], [-0.691, -0.242, -0.482], [-1.500, -1.354, -0.634], [-1.357, -1.782, -2.007], [-0.369, -0.985, -2.522], [0.027, -0.018, -1.651], [3.038, 0.633, 2.292], [3.882, 0.747, 0.782], [2.845, 2.141, 1.331], [-2.175, -1.741, 0.101], [-1.846, -2.600, -2.485], [0.003, -1.069, -3.523]], "e_tot_ha": -626.0036, "homo_energy_ev": -4.08, "gap_ev": 7.54, "charge": -1, "relative_energy_kcal_mol": 77.8}



{"formula": "C7H6NO6Sn", "method": "ωB97M-V/def2-TZVPD", "species": ["O", "C", "Sn", "O", "C", "C", "O", "C", "O", "C", "O", "H", "C", "C", "N", "O", "H", "H", "H", "H", "H"], "coordinates": [[3.713, 1.804, -3.320], [2.777, 1.177, -3.156], [-1.180, -0.643, -0.701], [-2.081, 2.959, -1.000], [-1.706, 1.882, -1.059], [-3.262, -1.436, 0.219], [-3.846, -2.127, 0.919], [-0.274, -2.743, -0.685], [-0.285, -3.928, -0.641], [-1.891, -0.881, -3.462], [-2.254, -0.910, -4.541], [0.741, -2.112, -0.959], [1.109, 0.437, 3.075], [0.730, 0.509, 1.644], [1.187, 1.528, 0.919], [-0.052, -0.384, 1.185], [1.730, 1.297, 3.352], [1.650, -0.500, 3.256], [0.191, 0.380, 3.673], [1.242, 1.451, -0.091], [1.760, 2.241, 1.375]], "e_tot_ha": -989.4686, "homo_energy_ev": [-21.65, -21.65], "gap_ev": [5.29, 5.88], "charge": 3, "relative_energy_kcal_mol": 35.4}



{"formula": "C7H6NO7V", "method": "ωB97M-V/def2-TZVPD", "species": ["O", "C", "V", "O", "C", "C", "O", "C", "O", "C", "O", "H", "N", "C", "C", "O", "O", "H", "H", "H", "H", "H"], "coordinates": [[0.287, -0.152, -4.873], [-0.033, -0.246, -3.740], [-0.246, -0.340, -1.792], [2.567, 0.332, -2.797], [1.545, 0.054, -2.285], [-2.387, 0.047, -1.459], [-3.211, 0.044, -0.607], [-0.267, -2.150, -1.390], [-0.243, -3.297, -1.206], [-0.164, 1.712, -1.075], [-0.283, 2.819, -1.417], [-2.329, 0.175, -2.607], [0.591, -0.770, 3.202], [0.512, 0.675, 2.836], [0.294, 0.684, 1.311], [0.506, 1.816, 0.791], [-0.025, -0.402, 0.782], [-0.364, -1.099, 3.410], [1.157, -0.927, 4.032], [0.954, -1.307, 2.396], [-0.309, 1.157, 3.369], [1.445, 1.174, 3.120]], "e_tot_ha": -1795.4296, "spin_multiplicity": 4, "homo_energy_ev": [-12.15, -11.60], "gap_ev": [8.25, 6.18], "charge": 1, "relative_energy_kcal_mol": 44.4, "s_squared": 3.789}



{"formula": "C7H6O2S", "method": "ωB97M-V/def2-TZVPD", "species": ["C", "C", "C", "C", "C", "C", "C", "O", "O", "S", "H", "H", "H", "H", "H", "H"], "coordinates": [[-0.408, -0.679, 0.689], [-0.474, -1.145, 2.075], [1.111, -0.575, 0.405], [2.101, -1.157, 1.265], [-1.315, 0.417, -0.172], [1.174, 0.285, -0.835], [-0.260, 0.770, -1.241], [-2.426, 0.780, 0.006], [-0.219, 2.148, -1.504], [1.040, -1.613, 2.630], [-0.689, -1.563, 0.087], [-1.353, -1.324, 2.661], [1.771, 1.179, -0.639], [1.647, -0.232, -1.672], [-0.582, 0.221, -2.149], [-1.119, 2.486, -1.606]], "e_tot_ha": -818.8335, "homo_energy_ev": -8.49, "gap_ev": 7.40, "relative_energy_kcal_mol": 91.4}



{"formula": "C7H6O2S", "method": "ωB97M-V/def2-TZVPD", "species": ["O", "C", "O", "C", "C", "C", "C", "S", "C", "C", "H", "H", "H", "H", "H", "H"], "coordinates": [[-0.681, -0.538, -3.287], [-0.206, 0.280, -2.525], [-0.077, 1.628, -2.853], [0.012, -0.001, -1.021], [0.871, 0.729, -0.300], [1.071, 0.481, 1.035], [0.243, -0.390, 1.705], [0.190, 0.044, 3.526], [-0.697, -1.083, 1.004], [-0.643, -1.053, -0.420], [-0.211, 2.102, -1.990], [1.300, 1.624, -0.771], [1.811, 1.035, 1.703], [-0.306, -1.304, 3.650], [-1.347, -1.852, 1.507], [-1.330, -1.701, -0.963]], "e_tot_ha": -818.9791, "homo_energy_ev": -9.29, "gap_ev": 9.51, "relative_energy_kcal_mol": 0.1}



{"formula": "C7H6O3", "method": "ωB97M-V/def2-TZVPD", "species": ["O", "C", "O", "O", "C", "C", "C", "C", "C", "C", "H", "H", "H", "H", "H", "H"], "coordinates": [[-1.464, -0.844, -2.246], [-0.543, -1.099, -1.489], [0.287, -2.106, -1.414], [-0.082, -3.132, -2.514], [-0.296, -0.034, -0.348], [0.649, 0.991, -0.503], [1.075, 1.774, 0.600], [0.524, 1.610, 1.864], [-0.552, 0.736, 1.977], [-0.985, -0.053, 0.878], [0.602, -3.806, -2.395], [0.964, 1.273, -1.502], [1.875, 2.500, 0.457], [0.935, 2.128, 2.735], [-1.050, 0.636, 2.942], [-1.938, -0.573, 0.957]], "e_tot_ha": -495.9421, "homo_energy_ev": -9.43, "gap_ev": 9.25, "relative_energy_kcal_mol": 75.2}



{"formula": "C7H6O3", "method": "ωB97M-V/def2-TZVPD", "species": ["O", "C", "C", "C", "C", "C", "O", "C", "O", "C", "H", "H", "H", "H", "H", "H"], "coordinates": [[3.258, 0.961, -0.013], [2.733, -0.166, 0.290], [1.217, -0.317, -0.177], [0.501, -1.513, -0.324], [-0.939, -1.487, -0.014], [-1.482, -0.258, 0.055], [-2.893, -0.516, 0.189], [-0.978, 1.024, -0.193], [-1.738, 2.199, 0.010], [0.456, 0.863, -0.215], [3.585, -1.019, 0.837], [1.049, -2.543, -0.413], [-1.665, -2.263, 0.013], [-3.260, 0.303, 0.114], [-0.861, 2.873, -0.135], [1.015, 1.860, -0.023]], "e_tot_ha": -495.9207, "homo_energy_ev": -8.98, "gap_ev": 8.87, "relative_energy_kcal_mol": 88.7}



{"formula": "C7H6O4P", "method": "ωB97M-V/def2-TZVPD", "species": ["O", "C", "O", "P", "O", "O", "C", "C", "C", "C", "C", "C", "H", "H", "H", "H", "H", "H"], "coordinates": [[1.388, 2.793, -0.384], [1.235, 1.642, -0.051], [2.314, 0.870, 0.183], [2.416, -0.806, -0.300], [1.560, -1.044, -1.511], [2.278, -1.694, 0.816], [-0.054, 0.928, 0.214], [-0.880, 0.828, -0.949], [-2.106, 0.064, -0.926], [-2.310, -0.756, 0.189], [-1.419, -0.777, 1.190], [-0.345, 0.066, 1.209], [3.848, -0.712, -0.618], [-0.551, 1.388, -1.809], [-2.931, 0.057, -1.604], [-3.102, -1.469, 0.145], [-1.546, -1.408, 2.079], [0.206, 0.029, 2.127]], "e_tot_ha": -912.8085, "homo_energy_ev": -5.54, "gap_ev": 9.13, "charge": -1, "relative_energy_kcal_mol": 6.5}



{"formula": "C7H7B2F8Tl", "method": "ωB97M-V/def2-TZVPD", "species": ["Tl", "C", "C", "C", "C", "C", "C", "C", "H", "H", "H", "H", "H", "H", "H", "F", "B", "F", "F", "F", "F", "B", "F", "F", "F"], "coordinates": [[-0.067, -0.430, -0.244], [-0.156, -0.221, 2.187], [-0.561, -1.595, 2.379], [-1.915, -1.988, 2.265], [-2.295, -3.316, 2.372], [-1.356, -4.324, 2.579], [-0.014, -3.964, 2.643], [0.379, -2.639, 2.534], [0.847, 0.046, 2.506], [-0.913, 0.533, 2.377], [-2.668, -1.229, 2.076], [-3.346, -3.564, 2.276], [-1.659, -5.361, 2.654], [0.746, -4.728, 2.770], [1.433, -2.387, 2.581], [4.536, 0.945, -2.067], [4.228, 0.459, -0.781], [4.830, -0.800, -0.594], [4.705, 1.360, 0.191], [2.819, 0.330, -0.655], [-2.701, 0.719, -0.423], [-4.087, 0.482, -0.217], [-4.310, 0.261, 1.159], [-4.814, 1.607, -0.643], [-4.483, -0.651, -0.946]], "e_tot_ha": -1292.6190, "homo_energy_ev": -1.17, "gap_ev": 6.46, "charge": -2, "relative_energy_kcal_mol": 0.3}



{"formula": "C7H7BrN2", "method": "ωB97M-V/def2-TZVPD", "species": ["C", "C", "C", "C", "C", "C", "C", "N", "N", "Br", "H", "H", "H", "H", "H", "H", "H"], "coordinates": [[2.393, -0.620, 1.399], [1.074, -0.153, 1.578], [2.677, -1.166, 0.168], [0.225, -0.285, 0.542], [0.554, -0.834, -0.685], [-2.707, 2.315, -0.271], [-2.651, 1.040, -0.007], [1.806, -1.266, -0.820], [-0.315, -0.965, -1.705], [-3.995, -0.234, 0.142], [3.125, -0.541, 2.187], [0.777, 0.293, 2.514], [3.666, -1.545, -0.056], [-3.628, 2.870, -0.441], [-1.802, 2.899, -0.324], [-1.215, -0.523, -1.627], [0.017, -1.285, -2.595]], "e_tot_ha": -2954.2821, "homo_energy_ev": [-8.22, -8.40], "gap_ev": [7.94, 7.36], "relative_energy_kcal_mol": 91.5}



{"formula": "C7H7BrO2", "method": "ωB97M-V/def2-TZVPD", "species": ["C", "C", "O", "C", "C", "C", "C", "O", "C", "Br", "H", "H", "H", "H", "H", "H", "H"], "coordinates": [[-0.959, -1.625, -2.059], [-0.607, -0.395, -1.396], [-0.002, -0.449, -0.213], [0.203, 0.691, 0.413], [0.863, 0.613, 1.746], [-0.222, 1.727, -0.365], [-0.125, 3.142, -0.118], [-0.325, 4.037, -0.900], [-0.868, 0.876, -1.740], [-1.584, 1.658, -3.234], [-0.819, -1.501, -3.057], [-0.444, -2.448, -1.546], [-2.001, -1.935, -1.872], [0.755, -0.321, 2.169], [1.863, 1.186, 1.847], [0.366, 1.233, 2.446], [-0.024, 3.331, 1.005]], "e_tot_ha": -2995.3445, "homo_energy_ev": -8.92, "gap_ev": 9.41, "relative_energy_kcal_mol": 37.9}



{"formula": "C7H7Cl", "method": "ωB97M-V/def2-TZVPD", "species": ["C", "C", "C", "Cl", "C", "C", "C", "C", "H", "H", "H", "H", "H", "H", "H"], "coordinates": [[-1.703, 2.231, -1.008], [-0.882, 1.336, -0.719], [-0.051, 0.305, -0.130], [-0.710, 0.203, 1.639], [1.486, 0.202, 0.044], [1.952, -1.189, -0.357], [0.956, -1.936, -0.959], [-0.361, -1.111, -0.734], [-2.201, 3.120, -1.444], [1.852, 0.490, 1.110], [1.820, 0.844, -0.751], [3.081, -1.453, -0.321], [1.054, -2.928, -1.479], [-0.828, -0.944, -1.779], [-1.093, -1.609, -0.029]], "e_tot_ha": -730.9860, "homo_energy_ev": -9.41, "gap_ev": 10.18, "relative_energy_kcal_mol": 80.8}



{"formula": "C7H7CoNO5", "method": "ωB97M-V/def2-TZVPD", "species": ["O", "C", "Co", "O", "C", "C", "O", "C", "O", "C", "N", "C", "C", "O", "H", "H", "H", "H", "H", "H", "H"], "coordinates": [[0.489, -2.394, -1.621], [0.889, -1.248, -1.693], [1.081, 0.413, -2.613], [-4.158, 0.311, -3.736], [-3.049, 0.375, -4.237], [2.596, 0.506, -3.562], [3.726, 0.513, -3.921], [0.890, 2.042, -1.688], [0.345, 3.112, -1.556], [-1.575, -0.712, 2.227], [-0.236, -0.226, 1.893], [0.757, -0.207, 2.945], [0.204, 0.108, 0.696], [-0.550, 0.023, -0.478], [-1.610, -0.913, 3.289], [-1.801, -1.659, 1.693], [-2.333, 0.068, 2.006], [1.599, -0.907, 2.733], [1.187, 0.815, 3.063], [0.338, -0.491, 3.913], [1.211, 0.470, 0.646]], "e_tot_ha": -2083.8125, "spin_multiplicity": 4, "homo_energy_ev": [-18.43, -18.41], "gap_ev": [9.43, 5.62], "charge": 2, "s_squared": 3.828}



{"formula": "C7H7CrN2O6", "method": "ωB97M-V/def2-TZVPD", "species": ["O", "C", "Cr", "O", "C", "C", "O", "C", "O", "C", "O", "H", "C", "N", "C", "N", "O", "H", "H", "H", "H", "H", "H"], "coordinates": [[1.885, 2.252, 5.021], [0.983, 2.252, 4.324], [0.070, 0.308, -0.244], [-0.347, -1.098, 2.401], [-0.215, -0.438, 1.443], [-1.097, -1.000, -0.914], [-1.830, -1.837, -1.268], [-0.134, -0.029, -3.820], [0.830, -0.148, -4.423], [-1.085, 1.677, -0.610], [-1.939, 2.432, -0.851], [0.451, 0.900, 1.061], [2.670, -3.845, -0.520], [3.259, -2.520, -0.501], [2.612, -1.346, -0.530], [3.359, -0.209, -0.483], [1.342, -1.264, -0.686], [1.582, -3.763, -0.454], [3.061, -4.443, 0.317], [2.961, -4.330, -1.460], [4.261, -2.480, -0.392], [2.846, 0.660, -0.359], [4.339, -0.213, -0.217]], "e_tot_ha": -1876.0397, "spin_multiplicity": 5, "homo_energy_ev": [-12.52, -14.05], "gap_ev": [8.93, 8.39], "charge": 1, "relative_energy_kcal_mol": 0.0, "s_squared": 6.037}



{"formula": "C7H7F2NO2", "method": "ωB97M-V/def2-TZVPD", "species": ["C", "C", "N", "O", "O", "C", "F", "C", "C", "C", "C", "F", "H", "H", "H", "H", "H", "H", "H"], "coordinates": [[0.856, 1.147, -1.483], [0.331, 0.129, -0.566], [1.216, -1.087, -0.656], [1.042, -1.987, 0.123], [2.113, -1.017, -1.480], [-1.103, -0.300, -0.817], [-1.517, -0.235, -2.070], [-1.800, -0.813, 0.171], [-1.464, -0.618, 1.557], [-0.352, 0.037, 1.958], [0.553, 0.617, 1.010], [0.551, 1.954, 1.078], [1.900, 1.164, -1.395], [0.357, 2.010, -1.309], [0.736, 0.752, -2.435], [-2.786, -1.330, -0.036], [-2.081, -1.228, 2.237], [-0.197, 0.357, 2.965], [1.643, 0.448, 1.147]], "e_tot_ha": -675.7405, "homo_energy_ev": -9.29, "gap_ev": 9.07, "relative_energy_kcal_mol": 101.0}



{"formula": "C7H7FINO2", "method": "ωB97M-V/def2-TZVPD", "species": ["C", "C", "C", "C", "N", "O", "O", "C", "F", "I", "C", "C", "H", "H", "H", "H", "H", "H", "H"], "coordinates": [[2.079, -1.484, 0.229], [0.902, -0.651, 0.083], [0.399, -0.041, 1.161], [-0.763, 0.852, 1.032], [-0.429, 2.289, 0.574], [-1.219, 3.111, 0.880], [0.589, 2.382, -0.088], [-1.777, 0.304, -0.439], [-2.505, 1.243, -1.089], [-3.080, -1.328, 0.292], [-0.947, -0.200, -1.514], [0.318, -0.658, -1.293], [1.823, -2.494, 0.104], [2.369, -1.519, 1.200], [2.803, -1.171, -0.586], [1.111, -0.033, 2.046], [-1.326, 0.972, 1.898], [-1.355, -0.419, -2.502], [1.006, -1.156, -1.987]], "e_tot_ha": -873.5376, "homo_energy_ev": -9.19, "gap_ev": 8.68, "relative_energy_kcal_mol": 19.9}



{"formula": "C7H7FN2", "method": "ωB97M-V/def2-TZVPD", "species": ["H", "N", "C", "C", "C", "C", "C", "C", "C", "N", "F", "H", "H", "H", "H", "H", "H"], "coordinates": [[2.184, 2.209, 0.447], [1.888, 1.250, 0.222], [0.672, 0.971, 0.036], [-0.498, 1.787, 0.000], [-1.696, 1.259, 0.094], [-1.931, -0.117, 0.409], [-0.907, -0.969, 0.320], [0.381, -0.530, -0.124], [1.624, -1.377, -0.092], [0.838, -1.277, -1.338], [-0.015, -2.382, -1.555], [-0.257, 2.891, -0.139], [-2.462, 1.958, -0.137], [-2.814, -0.592, 0.770], [-0.969, -2.089, 0.439], [2.499, -0.827, 0.028], [1.463, -2.167, 0.620]], "e_tot_ha": -480.1367, "homo_energy_ev": -8.75, "gap_ev": 8.53, "relative_energy_kcal_mol": 76.7}



{"formula": "C7H7N", "method": "ωB97M-V/def2-TZVPD", "species": ["C", "C", "C", "C", "C", "C", "C", "N", "H", "H", "H", "H", "H", "H", "H"], "coordinates": [[2.253, -0.917, 0.601], [1.784, -0.344, -0.500], [0.264, -0.203, -0.856], [0.076, 0.180, -2.049], [-0.811, -0.113, 0.147], [-2.164, -0.268, -0.230], [-0.700, 0.763, 1.132], [-0.849, 1.137, 2.294], [3.250, -1.050, 0.666], [1.476, -1.378, 1.123], [2.498, 0.332, -1.084], [0.855, 0.189, -2.956], [-0.876, 0.340, -2.358], [-2.989, -0.152, 0.367], [-2.475, -0.830, -1.281]], "e_tot_ha": -325.5001, "homo_energy_ev": -9.43, "gap_ev": 8.87, "relative_energy_kcal_mol": 99.5}



{"formula": "C7H7N", "method": "ωB97M-V/def2-TZVPD", "species": ["C", "C", "C", "N", "C", "C", "H", "H", "H", "H", "H", "C", "C", "H", "H"], "coordinates": [[0.925, -0.927, -0.803], [0.797, -0.313, 0.415], [1.563, -0.828, 1.475], [2.425, -1.809, 1.213], [2.618, -2.131, -0.051], [1.914, -1.822, -1.117], [0.193, -0.764, -1.715], [0.026, 0.387, 0.577], [1.352, -0.543, 2.539], [3.339, -3.096, 0.157], [1.878, -2.461, -2.131], [-4.007, 3.136, -0.477], [-4.586, 4.091, 0.006], [-3.210, 2.307, -0.643], [-5.225, 4.774, 0.554]], "e_tot_ha": -325.5302, "homo_energy_ev": -9.70, "gap_ev": 10.34, "relative_energy_kcal_mol": 80.6}